No. 1
81
Properties=species:S:1:pos:R:3:forces:R:3:lowdin_charge:R:1 method="wB97M-V/def2-TZVPD" total_charge=+1 e_homo_ev=-9.311 lumo_energy_ev=-3.6 spin_multiplicity=1 homo_lumo_gap_ev=5.70
C 4.8066 -0.5286 -2.9356 0.310 -0.368 -0.029 0.10
C 4.4965 0.5553 -2.4951 -0.011 1.779 -0.099 -0.34
S 4.3458 2.3503 -2.3025 0.002 -1.902 -0.108 1.06
C 2.7269 2.6861 -1.4809 -0.862 -0.517 1.110 -0.30
C 1.5615 2.4761 -2.5567 -0.263 0.312 0.241 -0.29
N 1.8938 2.8571 -3.9386 -0.001 -0.618 0.718 -0.03
C 5.7718 2.9247 -1.2200 1.292 0.961 0.494 -0.79
Br 7.0599 1.4588 -0.8518 -0.964 0.892 0.008 0.74
C 6.5287 4.0704 -2.0562 -1.135 -0.828 -1.182 -0.30
C 6.7708 3.5591 -3.5520 0.442 -0.225 -0.333 -0.15
H 5.1529 -1.5330 -3.2861 -0.699 1.499 0.562 0.10
H 2.6081 1.9788 -0.5995 0.179 0.805 -0.926 0.10
H 2.7000 3.7478 -1.0776 0.619 -1.160 -0.711 0.12
H 0.7125 3.1599 -2.2333 1.003 -1.021 -0.089 0.13
H 1.2098 1.4010 -2.4759 0.421 1.359 -0.378 0.13
H 2.3797 3.7520 -4.0056 -0.226 -0.458 -0.116 0.07
H 2.3580 2.1138 -4.4616 -0.083 0.510 0.173 0.07
H 5.3768 3.3563 -0.2526 0.267 -0.924 -1.039 0.09
H 7.4871 4.3680 -1.5533 -1.140 -0.378 -0.299 0.12
H 5.8053 4.9379 -2.1330 0.993 -0.704 0.389 0.12
H 7.7399 3.9586 -3.9864 -1.269 -0.311 0.600 0.09
H 6.8676 2.4257 -3.6126 -0.065 1.343 0.250 0.06
H 5.9199 3.8425 -4.2488 1.094 -0.190 0.929 0.08
O 1.9565 0.2183 1.5751 2.062 1.886 3.053 -0.34
P 2.1769 -1.0197 2.4571 -4.432 -4.284 -5.484 0.75
N 3.0192 -1.8858 1.2422 1.447 -0.312 -0.715 -0.35
C 2.5457 -3.0040 0.4575 -0.244 -0.366 0.419 -0.12
C 4.2334 -1.2923 0.7127 0.065 0.335 0.328 -0.15
N 0.5157 -1.4471 2.5175 -0.487 0.476 0.413 -0.33
C -0.0676 -2.7105 2.1056 0.068 -0.548 0.569 -0.13
C -0.4645 -0.3778 2.3322 0.189 0.400 -0.078 -0.14
N 2.4644 -2.3568 3.5821 1.514 2.658 1.864 -0.26
C 1.9882 -2.0184 4.9474 -0.582 -0.141 0.410 -0.13
C 3.8609 -2.8051 3.7447 0.409 -0.388 -0.353 -0.12
H 2.1656 -3.8095 1.0887 -0.207 0.091 -0.035 0.07
H 3.3538 -3.4709 -0.1138 0.116 0.267 0.104 0.08
H 1.7726 -2.6985 -0.2560 -0.120 -0.142 -0.032 0.08
H 5.1041 -1.6124 1.3003 0.207 0.026 -0.129 0.07
H 4.2005 -0.1990 0.7479 -0.060 0.009 0.043 0.05
H 4.4178 -1.5603 -0.3297 -0.168 -0.108 0.087 0.05
H -0.1797 -2.7731 1.0180 -0.023 -0.008 -0.029 0.08
H -1.0629 -2.8373 2.5437 0.028 0.235 -0.029 0.08
H 0.5014 -3.5696 2.4616 0.178 0.133 -0.130 0.07
H -0.6038 -0.1406 1.2716 -0.128 0.077 0.048 0.07
H -0.1559 0.5281 2.8553 0.070 -0.046 -0.190 0.07
H -1.4360 -0.6501 2.7509 0.108 -0.279 -0.102 0.08
H 2.5551 -1.1825 5.3682 0.083 -0.171 0.162 0.08
H 2.0818 -2.8786 5.6138 0.169 0.003 -0.163 0.08
H 0.9340 -1.7424 4.9519 0.104 0.018 -0.280 0.08
H 4.5303 -1.9671 3.9591 0.095 -0.153 0.112 0.09
H 4.2226 -3.3285 2.8598 -0.155 0.257 -0.127 0.07
H 3.9452 -3.5298 4.5582 -0.251 0.232 0.089 0.09
O -3.6001 -0.2004 0.8258 2.471 -1.894 -2.939 -0.31
P -4.6464 -0.3880 -0.2756 -5.522 3.198 5.289 0.74
N -5.0566 1.2732 -0.3463 0.358 1.401 -0.712 -0.36
C -6.2561 1.9120 0.1483 -0.477 -0.359 -0.206 -0.13
C -4.0023 2.2228 -0.6726 0.387 -0.344 -0.101 -0.14
N -5.7366 -1.2719 0.7188 0.067 -0.860 0.267 -0.33
C -7.1184 -0.9312 1.0032 -0.452 -0.236 -0.538 -0.14
C -5.1739 -2.0013 1.8520 0.398 0.118 0.016 -0.14
N -5.7647 -0.7005 -1.6134 2.915 -1.392 -1.436 -0.27
C -5.6864 -2.1152 -2.0559 -0.382 -0.561 0.100 -0.14
C -5.5898 0.1109 -2.8327 -0.169 0.613 -0.155 -0.13
H -7.1584 1.4359 -0.2409 -0.006 -0.119 0.179 0.07
H -6.3335 2.9489 -0.1910 0.301 -0.092 -0.048 0.08
H -6.2866 1.9213 1.2428 -0.164 0.009 0.047 0.08
H -3.9449 2.3697 -1.7596 0.063 0.212 -0.064 0.06
H -3.0203 1.8772 -0.3377 -0.067 -0.095 0.055 0.06
H -4.1576 3.2003 -0.2110 -0.145 -0.139 0.045 0.08
H -7.1976 -0.1463 1.7624 -0.024 0.020 0.013 0.08
H -7.6624 -1.8044 1.3788 0.206 -0.039 0.053 0.08
H -7.6662 -0.6288 0.1109 0.204 0.161 0.006 0.07
H -4.9917 -1.3392 2.7069 0.076 -0.080 0.055 0.08
H -4.2345 -2.4827 1.5777 -0.001 0.198 0.085 0.06
H -5.8409 -2.8046 2.1767 -0.208 0.158 -0.164 0.08
H -4.6989 -2.3475 -2.4669 -0.114 -0.038 -0.215 0.08
H -6.4425 -2.3254 -2.8158 0.078 0.210 -0.017 0.08
H -5.8777 -2.8073 -1.2360 0.066 0.265 0.116 0.07
H -4.5529 0.0955 -3.1814 -0.093 0.024 -0.184 0.08
H -5.8942 1.1456 -2.6761 0.183 -0.067 0.277 0.07
H -6.2299 -0.2551 -3.6395 0.099 -0.285 0.186 0.08

No. 2
93
Properties=species:S:1:pos:R:3:forces:R:3:lowdin_charge:R:1 method="wB97M-V/def2-TZVPD" total_charge=+1 s_squared=2.02 e_homo_ev="-10.711 / -10.706" lumo_energy_ev="-3.9 / -5.3" spin_multiplicity=3 homo_lumo_gap_ev="6.81 / 5.38"
Au -0.2789 0.6449 0.4189 -1.153 -0.691 -0.485 0.84
O -2.4190 -3.4781 -2.8039 -0.246 -0.379 0.013 0.08
C -1.9508 -2.6255 -3.7103 0.172 0.399 0.029 -0.27
C -2.1305 -2.9500 -5.0597 -0.032 -0.091 0.068 0.00
C -1.6818 -2.1161 -6.0560 -0.048 -0.059 0.191 -0.05
C -1.0394 -0.9183 -5.7400 0.107 0.130 -0.056 -0.08
C -0.8505 -0.5853 -4.4233 -0.059 -0.078 0.052 -0.02
C -1.2942 -1.4189 -3.3822 -0.107 -0.077 -0.303 -0.08
C -1.0538 -0.9891 -2.0138 -0.079 -0.519 0.845 -0.39
O -0.5174 0.1290 -1.7885 0.339 0.800 0.104 -0.18
N -1.3969 -1.8388 -1.0209 -0.649 -1.010 -0.848 0.07
N -1.1625 -1.4214 0.1838 0.694 1.367 1.060 -0.07
C -1.3585 -2.0423 1.2900 -0.280 -0.382 -0.870 -0.06
C -1.0202 -1.3828 2.5238 0.158 0.122 0.949 -0.25
C -1.1841 -2.0343 3.7520 0.074 0.187 -0.439 0.01
C -0.8405 -1.3823 4.9198 0.077 0.276 -0.105 -0.02
C -0.3214 -0.0944 4.8451 -0.098 -0.235 -0.120 -0.03
C -0.1755 0.4871 3.5977 0.158 0.167 0.418 -0.11
N -0.5217 -0.1295 2.4762 0.004 0.089 -0.364 -0.01
H -2.2034 -3.1626 -1.9017 0.090 0.157 -0.072 0.07
H -2.6256 -3.8805 -5.2876 -0.059 -0.100 -0.020 0.13
H -1.8308 -2.3938 -7.0887 -0.019 -0.024 -0.078 0.11
H -0.6969 -0.2614 -6.5251 0.038 0.039 -0.037 0.10
H -0.3556 0.3341 -4.1538 0.031 0.133 0.010 0.10
H -1.7623 -3.0485 1.3220 -0.070 -0.039 -0.137 0.14
H -1.5632 -3.0447 3.7624 -0.079 -0.052 0.014 0.12
H -0.9721 -1.8653 5.8749 0.010 -0.067 0.093 0.12
H -0.0292 0.4410 5.7323 0.036 0.106 0.068 0.12
H 0.2492 1.4765 3.4945 -0.044 0.037 -0.035 0.11
F 9.2382 -0.2719 0.6113 -0.093 -0.048 0.288 0.15
C 8.5679 -0.0894 -0.5288 0.243 -0.039 -0.088 -0.59
F 9.0494 1.0329 -1.0888 -0.103 0.154 -0.059 0.15
F 8.9089 -1.0976 -1.3494 -0.116 -0.117 -0.078 0.15
C 7.0760 -0.0138 -0.3390 0.048 0.004 0.103 -0.11
C 6.3055 0.3236 -1.4458 0.047 -0.033 0.135 0.01
C 4.9387 0.4310 -1.3108 0.096 -0.039 0.040 -0.07
C 4.3325 0.1852 -0.0815 -0.104 0.122 0.324 -0.34
C 5.1066 -0.1647 1.0160 -0.140 0.050 -0.104 -0.07
C 6.4840 -0.2596 0.8905 0.270 0.009 -0.167 0.00
P 2.4937 0.3142 0.0326 0.801 -0.280 -0.574 1.06
C 2.1175 -1.2132 -0.9070 -0.158 0.053 0.324 -0.37
C 2.2619 -1.4527 -2.2682 -0.031 -0.114 -0.054 -0.06
C 1.8832 -2.6740 -2.7958 0.015 -0.038 0.056 0.01
C 1.3876 -3.6691 -1.9629 -0.010 -0.057 0.160 -0.10
C 1.3110 -3.4696 -0.5929 0.121 -0.141 -0.261 -0.01
C 1.6756 -2.2423 -0.0767 0.177 0.119 -0.117 -0.13
C 0.9428 -4.9653 -2.5816 -0.148 -0.193 -0.231 -0.59
F 0.3232 -5.7682 -1.7097 -0.026 -0.017 0.282 0.15
F 0.0832 -4.7544 -3.5918 0.036 0.123 -0.105 0.15
F 1.9681 -5.6581 -3.0975 0.234 0.024 0.028 0.16
C 2.3369 1.7981 -1.0280 -0.118 -0.074 0.066 -0.44
C 1.8176 1.9045 -2.3130 0.186 0.074 0.019 -0.14
C 1.5820 3.1615 -2.8521 0.321 0.261 0.021 -0.05
C 1.8478 4.2975 -2.0986 0.069 -0.011 -0.280 -0.16
C 2.4359 4.2029 -0.8419 -0.026 -0.076 -0.128 -0.01
C 2.6877 2.9517 -0.3206 -0.052 -0.040 -0.167 -0.11
C 1.3117 5.6209 -2.5620 -0.315 0.147 0.001 -0.59
F 0.0371 5.7584 -2.1049 -0.049 0.032 0.040 0.11
F 1.9899 6.6710 -2.0972 0.219 -0.018 0.091 0.16
F 1.2393 5.7347 -3.8899 0.139 -0.126 -0.169 0.16
H 6.7825 0.5131 -2.3951 0.035 0.031 -0.101 0.13
H 4.3417 0.7233 -2.1614 0.010 0.030 -0.090 0.10
H 4.6414 -0.3551 1.9729 -0.040 0.000 0.070 0.10
H 7.0966 -0.5105 1.7435 0.033 -0.028 0.034 0.12
H 2.6659 -0.7022 -2.9281 0.020 0.071 -0.067 0.10
H 1.9708 -2.8640 -3.8550 -0.018 0.030 -0.121 0.14
H 0.9603 -4.2558 0.0566 -0.054 -0.107 0.031 0.12
H 1.6185 -2.0634 0.9896 -0.077 -0.032 0.082 0.09
H 1.5291 1.0283 -2.8718 -0.002 -0.012 0.014 0.08
H 1.1532 3.2656 -3.8388 -0.070 -0.029 -0.022 0.13
H 2.6680 5.0933 -0.2797 0.011 0.114 0.059 0.13
H 3.1268 2.8473 0.6633 0.015 0.096 0.102 0.11
C -5.4262 6.5616 0.5333 -0.110 0.095 -0.027 -0.03
C -4.3218 5.6120 0.2333 0.350 -0.281 0.013 -0.23
C -3.3958 5.2496 1.2134 -0.104 0.068 -0.051 0.01
C -2.3550 4.3843 0.9478 0.002 -0.183 -0.165 -0.29
C -1.3405 4.0300 1.9853 -0.003 0.076 0.107 -0.08
C -2.2318 3.8671 -0.3569 0.091 -0.080 0.202 -0.46
Se -0.7453 2.8455 -0.8565 -0.501 0.084 0.390 1.13
C -3.1593 4.2153 -1.3666 0.201 -0.050 0.163 -0.29
C -3.0025 3.6822 -2.7498 0.064 -0.129 -0.135 -0.07
C -4.1873 5.0743 -1.0470 0.049 0.008 0.154 0.01
H -5.4903 6.7770 1.5964 -0.047 0.049 0.023 0.08
H -6.3740 6.1499 0.1915 -0.110 0.037 0.029 0.09
H -5.2641 7.4951 -0.0076 -0.043 0.066 0.037 0.10
H -3.4918 5.6708 2.2028 -0.008 0.043 0.148 0.12
H -1.6119 4.4361 2.9538 -0.038 0.034 0.128 0.09
H -0.3693 4.4369 1.6999 0.089 -0.053 0.092 0.08
H -1.2400 2.9445 2.0613 0.021 0.056 0.076 0.03
H -2.6676 2.6441 -2.7255 -0.132 0.042 -0.190 0.05
H -2.2381 4.2670 -3.2640 0.032 -0.022 -0.163 0.09
H -3.9307 3.7467 -3.3107 -0.031 0.033 -0.041 0.09
H -4.8999 5.3442 -1.8109 -0.134 0.028 -0.122 0.13

No. 3
15
Properties=species:S:1:pos:R:3:forces:R:3:lowdin_charge:R:1 method="wB97M-V/def2-TZVPD" relative_energy_kcal_mol=147.2 e_homo_ev="-7.726 / -7.727" lumo_energy_ev="0.7 / 0.7" spin_multiplicity=1 homo_lumo_gap_ev="8.42 / 8.42"
C -1.4665 0.3793 -0.2647 0.172 -0.450 0.032 -0.34
C -0.2466 0.4012 1.9591 -0.137 0.255 0.086 -0.09
C -0.2925 -0.2759 -0.9060 -0.294 0.406 1.232 -0.40
C 1.0688 -0.0265 2.4856 0.014 -0.258 -0.212 -0.11
C 0.6935 0.1908 -1.9048 0.081 -0.185 -0.079 -0.07
N -0.5773 0.2363 0.7684 -0.159 -0.361 -1.106 -0.04
O -2.4006 -1.3468 -2.1610 -0.216 0.111 -0.540 -0.53
S -1.7042 -1.3768 -0.8770 0.523 0.335 0.720 0.99
H -2.1156 1.2112 -0.4827 -0.142 0.081 -0.112 0.13
H 1.5211 -0.8124 1.8748 0.107 -0.084 -0.067 0.07
H 0.9652 -0.3653 3.5132 0.050 0.033 0.035 0.06
H 1.7328 0.8383 2.4853 0.008 0.071 0.059 0.08
H 1.5617 -0.4666 -1.9387 0.007 0.031 -0.036 0.08
H 1.0247 1.1987 -1.6542 -0.008 0.002 -0.002 0.09
H 0.2357 0.2144 -2.8971 -0.008 0.015 -0.011 0.09

No. 4
33
Properties=species:S:1:pos:R:3:forces:R:3:lowdin_charge:R:1 method="wB97M-V/def2-TZVPD" total_charge=+3 relative_energy_kcal_mol=0.0 e_homo_ev=-18.220 lumo_energy_ev=-14.4 spin_multiplicity=1 homo_lumo_gap_ev=3.85
Zn -10.5133 -2.9890 16.2725 -0.073 1.888 -1.917 1.14
Zn -14.4250 -0.2199 16.8443 -0.880 -2.053 0.157 1.06
Cl -12.4392 -1.6061 16.3521 0.418 -0.294 0.310 0.20
C -8.8007 -1.5323 13.6202 2.034 1.220 -1.552 -0.16
C -9.1371 -1.3460 12.1133 -2.530 -1.013 1.123 -0.17
O -9.9892 -0.2361 11.8947 1.053 0.932 -0.072 -0.04
O -9.9506 -2.0433 14.2823 -1.003 -1.299 2.234 -0.16
H -8.4913 -0.5413 13.9623 -0.336 -0.103 0.550 0.14
H -7.9501 -2.1985 13.7518 -0.286 -0.297 0.045 0.14
H -9.7961 -2.1941 11.8912 0.784 -0.638 -0.453 0.12
H -8.2391 -1.3671 11.5034 -0.075 0.475 -0.088 0.15
H -10.8928 -0.3262 12.2370 0.632 -0.308 -0.134 0.05
H -10.7317 -1.5208 14.0113 -0.483 0.068 -0.055 0.04
C -15.8145 -2.7227 16.3826 0.096 0.177 0.779 -0.17
C -16.1042 -2.4510 17.8642 -1.623 -1.624 -1.325 -0.15
O -15.2626 -1.3980 18.3301 0.434 0.560 -0.023 -0.09
O -15.6718 -1.4592 15.7219 1.073 1.639 0.131 -0.14
H -16.6606 -3.1705 15.8624 0.189 -0.666 0.446 0.17
H -14.8726 -3.2738 16.3421 -0.198 -0.174 -0.528 0.11
H -15.9529 -3.4002 18.3815 0.518 0.250 0.309 0.16
H -17.1766 -2.2757 17.9735 0.181 0.850 0.262 0.15
H -15.3408 -1.3386 19.2962 0.158 0.359 -0.053 0.16
H -15.6018 -1.5935 14.7434 0.006 0.211 -0.393 0.09
C -12.9403 -1.7324 12.1595 -0.798 0.536 0.347 -0.15
C -14.1078 -2.5794 12.6311 0.155 -0.986 -1.816 -0.20
O -15.2589 -1.8281 12.9738 0.156 0.437 1.395 -0.06
O -12.3225 -0.9997 13.2304 0.518 -0.270 0.830 -0.16
H -13.3200 -0.9549 11.4905 0.117 -0.436 -0.495 0.15
H -12.1520 -2.3270 11.7021 -0.148 0.000 -0.122 0.14
H -13.8487 -3.3180 13.3929 -0.089 0.485 0.475 0.13
H -14.3836 -3.2170 11.7835 0.129 0.005 -0.069 0.15
H -15.7103 -1.5006 12.1859 -0.050 -0.082 0.000 0.14
H -12.9845 -0.4965 13.7114 -0.082 0.153 -0.297 0.08